No. 1
Molecular formula: C5H13N2O
Method: DFT, wB97M-V/def2-TZVPD

The geometry in XYZ format:
```
21
C5H13N2O wB97M-V/def2-TZVPD
C -3.059 0.014 0.949
O -3.924 -0.213 -0.148
C -1.705 -0.534 0.503
C -0.608 0.370 -0.155
C 0.716 -0.058 0.130
C 1.674 0.909 0.654
N 2.847 0.655 1.132
N 1.084 -1.368 0.009
H -3.129 1.050 1.289
H -3.362 -0.595 1.809
H -4.795 0.135 0.023
H -1.971 -1.444 -0.037
H -1.255 -0.918 1.427
H -0.820 0.366 -1.241
H -0.802 1.372 0.223
H 1.485 1.978 0.603
H 2.976 -0.349 0.947
H 6.101 1.058 -3.782
H 5.613 1.096 -4.309
H 1.601 -1.680 0.824
H 1.333 -1.842 -0.849
```

Net charge: +1
HOMO-LUMO gap, eV: 6.7
Energy relative to the best compared isomer or geometry (same formula, charge and spin), kJ/mol: 515.2
Total energy, a.u.: -382.6654

No. 2
Molecular formula: C4H13N3
Method: DFT, wB97M-V/def2-TZVPD

The geometry in XYZ format:
```
20
C4H13N3 wB97M-V/def2-TZVPD
C 0.773 0.055 0.525
C 1.709 -1.571 1.998
C 2.932 1.105 0.672
C -2.313 0.000 -1.342
N 0.963 -0.571 1.760
N 1.701 0.794 0.027
N -3.700 -0.214 -1.978
H 1.787 -1.956 2.945
H -2.223 1.132 -1.276
H 2.393 -1.996 1.226
H 3.920 0.855 0.164
H 2.956 0.631 1.666
H 2.966 2.183 0.889
H -1.549 -0.552 -2.064
H -2.213 -0.447 -0.292
H 0.228 -0.164 2.380
H 1.548 1.376 -0.819
H -3.532 -0.995 -2.634
H -3.950 0.584 -2.564
H -4.394 -0.248 -1.280
```

Net charge: +2
HOMO-LUMO gap (alpha / beta), eV: 8.9 / 8.9
Energy relative to the best compared isomer or geometry (same formula, charge and spin), kJ/mol: 386.3
Total energy, a.u.: -323.7458